# 1
{
  "formula": "C5H5AlCl2NO5Yb",
  "method": "ωB97M-V with the def2-TZVPD basis set",
  "total_charge": 4,
  "e_lumo_ev": [-16.49, -18.40],
  "multiplicity": 2,
  "relative_energy_kj_mol": 0.0,
  "orbital_gap_ev": [9.86, 7.95],
  "e_tot_ev": -80122.5509,
  "elements": ["Yb", "Al", "Cl", "Cl", "C", "C", "C", "O", "O", "O", "N", "C", "C", "O", "O", "H", "H", "H", "H", "H"],
  "positions_angstrom": [[-0.8924, -3.0014, -1.4966], [0.0745, -0.5866, 0.1880], [-1.7744, -1.8052, 0.5704], [-0.3812, -0.5624, -2.0114], [2.0878, -1.1495, 0.1896], [-3.1600, -4.0489, -1.7245], [-1.2374, -4.5194, -3.4542], [3.1956, -0.8555, 0.0496], [-4.1905, -4.5697, -1.8794], [-1.3532, -5.1666, -4.3995], [1.2029, 3.6154, 1.0951], [0.5401, 2.6264, 2.0148], [0.3732, 1.3968, 1.2315], [0.8746, 1.3083, 0.0660], [-0.2866, 0.3940, 1.7270], [2.1555, 3.2743, 0.8749], [1.3064, 4.5347, 1.5320], [0.7141, 3.7357, 0.1947], [1.1986, 2.4420, 2.8662], [-0.4474, 2.9376, 2.3660]],
  "atomic_forces_ev_per_a": [[-1.216, -0.531, -0.571], [-0.819, 2.673, 0.955], [0.701, -0.965, -0.186], [0.465, -0.732, -0.115], [5.808, 1.727, -0.688], [-6.342, -2.809, -0.412], [0.149, -3.168, -5.026], [-5.237, -1.871, 0.794], [5.772, 2.907, 0.844], [0.387, 2.878, 4.330], [0.354, -0.024, 0.154], [0.100, 0.609, -0.299], [-0.243, -0.336, 0.450], [-0.882, -1.759, 0.641], [1.271, 0.206, -1.564], [-0.292, 0.389, -0.010], [-0.048, 0.272, 0.137], [0.036, 0.110, 0.298], [-0.118, 0.038, 0.190], [0.153, 0.386, 0.080]]
}

=====

# 2
{
  "formula": "C5H8O",
  "method": "ωB97M-V with the def2-TZVPD basis set",
  "total_charge": 0,
  "e_lumo_ev": 1.06,
  "relative_energy_kj_mol": 228.0,
  "orbital_gap_ev": 10.25,
  "e_tot_ev": -7359.8924,
  "elements": ["C", "C", "C", "C", "O", "C", "H", "H", "H", "H", "H", "H", "H", "H"],
  "positions_angstrom": [[1.4876, -0.4744, -0.5661], [0.1737, -0.0400, 0.0356], [-0.8337, -0.9492, 0.7015], [-1.2523, -0.0895, -0.4427], [-1.5488, 1.2275, 0.0059], [-0.1736, 1.3949, 0.4089], [1.3782, -0.8149, -1.6015], [1.9596, -1.2794, 0.0064], [2.1831, 0.3730, -0.5776], [-0.7050, -2.0064, 0.4781], [-1.2137, -0.7279, 1.6983], [-1.7074, -0.4335, -1.3678], [-0.0737, 1.6935, 1.4603], [0.3260, 2.1263, -0.2394]],
  "atomic_forces_ev_per_a": [[0.038, 0.008, -0.028], [0.150, 0.022, -0.024], [0.004, -0.089, 0.126], [-0.162, -0.246, -0.276], [-0.128, 0.065, -0.007], [0.277, 0.158, 0.187], [-0.013, 0.021, 0.154], [-0.092, 0.123, -0.058], [-0.090, -0.135, -0.024], [-0.007, 0.173, -0.012], [0.052, 0.001, -0.162], [0.080, 0.033, 0.164], [-0.036, -0.040, -0.135], [-0.072, -0.096, 0.094]]
}

=====

# 3
{
  "formula": "C21H48ClHgN10O4",
  "method": "ωB97M-V with the def2-TZVPD basis set",
  "total_charge": 0,
  "e_lumo_ev": [0.36, 0.36],
  "multiplicity": 2,
  "relative_energy_kj_mol": 0.0,
  "orbital_gap_ev": [8.27, 8.04],
  "e_tot_ev": -62333.5574,
  "elements": ["Hg", "C", "N", "C", "C", "N", "C", "C", "N", "C", "C", "N", "C", "N", "C", "C", "N", "C", "C", "C", "C", "N", "C", "N", "C", "C", "N", "C", "C", "N", "C", "C", "H", "H", "H", "H", "H", "H", "H", "H", "H", "H", "H", "H", "H", "H", "H", "H", "H", "H", "H", "H", "H", "H", "H", "H", "H", "H", "H", "H", "H", "H", "H", "H", "H", "H", "H", "H", "H", "H", "H", "H", "H", "H", "H", "H", "H", "H", "H", "H", "O", "Cl", "O", "O", "O"],
  "positions_angstrom": [[0.4707, -0.4934, 0.5373], [2.5578, -0.3885, -2.3056], [1.8166, 0.2108, -3.4011], [2.6034, 1.1237, -4.2157], [0.4681, 0.4812, -3.2399], [-0.1128, 0.3255, -2.1100], [-1.5616, 0.3245, -2.0149], [-2.0614, 1.2966, -0.9432], [-1.4656, 1.0364, 0.3672], [-0.9435, 2.2576, 0.9903], [0.3923, 2.6486, 0.3634], [1.4115, 1.7128, 0.8014], [2.6422, 2.0980, 0.9300], [3.1535, 3.2192, 0.3010], [2.8622, 3.5146, -1.0820], [4.1351, 4.0848, 0.9223], [3.4879, 1.4625, 1.7837], [4.8686, 1.1942, 1.4135], [2.9939, 0.6268, 2.8712], [-2.3234, 0.2616, 1.2778], [-2.7210, -1.1101, 0.7277], [-1.6151, -1.8654, 0.1504], [-1.5891, -3.1477, 0.2946], [-2.4827, -3.8142, 1.1738], [-1.9379, -4.4684, 2.3554], [-3.5893, -4.4941, 0.5333], [-0.8182, -3.9147, -0.5205], [-0.4284, -5.2699, -0.1372], [-0.0002, -3.2933, -1.5492], [-0.1908, 0.8467, -4.4160], [-0.0255, 0.0926, -5.6368], [-0.8824, 2.1075, -4.5257], [3.4087, -0.9352, -2.7130], [1.9244, -1.0823, -1.7652], [2.9308, 0.3586, -1.5935], [2.8192, 2.0576, -3.6843], [2.0880, 1.3668, -5.1409], [3.5520, 0.6483, -4.4630], [-1.8456, -0.6842, -1.7179], [-2.0681, 0.5566, -2.9568], [-3.1556, 1.2272, -0.9038], [-1.8138, 2.3181, -1.2409], [-0.7891, 2.0652, 2.0528], [-1.6506, 3.0932, 0.8919], [0.6562, 3.6726, 0.6480], [0.2681, 2.6133, -0.7246], [2.1932, 2.7628, -1.4911], [3.7875, 3.5097, -1.6692], [2.3987, 4.5003, -1.1921], [4.2491, 3.8195, 1.9695], [3.7938, 5.1222, 0.8591], [5.1113, 4.0225, 0.4293], [5.5510, 1.5168, 2.2040], [5.1273, 1.7108, 0.4922], [5.0015, 0.1205, 1.2572], [1.9113, 0.6768, 2.9392], [3.4376, 0.9669, 3.8123], [3.2757, -0.4172, 2.7233], [-3.2451, 0.8147, 1.5111], [-1.7587, 0.1057, 2.1994], [-3.4645, -0.9767, -0.0699], [-3.2068, -1.6644, 1.5317], [-0.9655, -4.0398, 2.5983], [-1.8262, -5.5518, 2.2276], [-2.6142, -4.2991, 3.1978], [-3.9810, -3.8747, -0.2745], [-4.3835, -4.6391, 1.2694], [-3.3339, -5.4800, 0.1197], [0.1389, -5.2737, 0.7907], [0.2012, -5.6751, -0.9249], [-1.3057, -5.9087, -0.0403], [0.0961, -3.9946, -2.3791], [0.9934, -3.0401, -1.1698], [-0.4891, -2.3900, -1.9058], [0.6180, -0.7641, -5.4509], [0.4078, 0.6972, -6.4436], [-0.9968, -0.2723, -5.9873], [-0.9093, 2.6012, -3.5553], [-1.9103, 1.9704, -4.8783], [-0.3724, 2.7713, -5.2362], [3.4144, -2.7292, 2.4999], [2.0682, -2.6170, 1.9347], [1.4610, -3.9476, 1.8372], [2.2458, -2.0935, 0.5089], [0.2599, -1.0037, 2.5398]],
  "atomic_forces_ev_per_a": [[0.159, 0.401, -1.067], [-0.056, 0.037, -0.032], [-0.078, 0.032, 0.069], [-0.062, -0.081, -0.014], [0.048, -0.245, -0.107], [0.103, 0.234, 0.331], [-0.020, 0.016, -0.126], [0.205, -0.256, -0.208], [-0.263, 0.219, 0.268], [0.095, 0.035, -0.048], [0.084, -0.098, 0.075], [-0.162, 0.048, -0.384], [-0.004, 0.160, 0.202], [0.100, -0.014, 0.024], [-0.039, -0.019, 0.019], [-0.062, -0.032, -0.015], [0.106, -0.214, -0.120], [-0.034, 0.072, -0.003], [-0.059, 0.037, 0.097], [0.042, -0.160, -0.158], [0.104, -0.087, -0.175], [0.013, 0.186, 0.182], [-0.363, -0.086, -0.263], [0.098, -0.195, -0.051], [-0.056, 0.147, 0.067], [0.014, 0.057, 0.086], [0.269, 0.014, 0.086], [-0.209, 0.004, 0.069], [-0.059, 0.013, 0.036], [0.053, 0.106, -0.115], [-0.042, 0.036, 0.035], [-0.027, -0.086, 0.032], [0.017, 0.017, 0.021], [0.033, -0.063, -0.010], [-0.044, 0.001, 0.026], [0.048, 0.023, 0.014], [0.024, 0.011, 0.002], [-0.008, -0.011, -0.020], [-0.110, 0.009, -0.037], [0.067, -0.013, 0.007], [0.002, 0.056, 0.108], [-0.016, 0.004, -0.025], [-0.003, -0.009, 0.000], [-0.082, -0.063, 0.021], [-0.052, 0.030, -0.022], [0.011, 0.122, -0.018], [0.011, -0.022, -0.013], [0.003, 0.004, -0.008], [-0.034, -0.017, -0.021], [0.017, 0.003, 0.001], [0.008, 0.002, 0.002], [0.009, -0.020, 0.020], [0.014, -0.010, -0.012], [0.000, 0.009, 0.006], [-0.001, -0.007, 0.023], [0.044, 0.001, -0.001], [0.034, -0.005, -0.028], [0.012, 0.104, -0.021], [-0.002, -0.004, 0.031], [-0.020, 0.071, 0.037], [-0.064, 0.062, 0.064], [-0.040, 0.033, 0.021], [-0.018, -0.006, 0.013], [0.046, 0.013, -0.038], [0.028, -0.011, 0.025], [-0.027, -0.018, 0.000], [-0.020, 0.005, -0.027], [0.020, -0.002, -0.002], [0.032, -0.037, -0.092], [-0.011, 0.000, -0.027], [0.020, -0.035, -0.006], [0.042, -0.013, 0.006], [-0.013, -0.028, -0.009], [0.011, 0.007, 0.000], [0.013, 0.008, -0.036], [0.053, -0.002, 0.024], [0.010, -0.005, -0.021], [-0.025, -0.001, -0.013], [-0.020, 0.032, 0.034], [0.000, 0.012, 0.010], [0.029, -0.107, -0.232], [0.332, -0.291, 0.645], [0.145, 0.016, -0.181], [0.118, -0.053, -0.263], [-0.541, -0.085, 1.230]]
}